The following is a DFT calculation (ωB97M-V/def2-TZVPD) of a molecular structure, C4H5LiO3Rh.

Kohn-Sham gap (alpha / beta) = 0.3688 / 0.2832 hartree
charge = +3
spin multiplicity = 5

Element x y z (Å)
Rh -0.208 -2.126 -0.617
O -0.214 -0.500 -1.643
O 0.892 1.553 -0.355
O 1.120 -0.612 0.194
C -2.405 -0.175 -0.709
C -1.199 0.303 -1.039
C 1.823 -0.306 1.422
C 0.621 0.393 -0.530
Li -0.586 2.856 -0.633
H 1.269 0.451 1.985
H -2.959 0.363 0.060
H 1.884 -1.259 1.950
H -2.836 -1.042 -1.228
H 2.799 0.101 1.145

=====

The following is a DFT calculation (ωB97M-V/def2-TZVPD) of a molecular structure, C4H5MgO2Tl.

Kohn-Sham gap = 0.0768 hartree
spin multiplicity = 1

Element x y z (Å)
Tl -3.717 1.677 1.919
Mg 4.255 1.171 -0.642
O 2.796 -0.054 0.134
O -1.948 1.106 0.374
C 1.538 0.018 0.305
C 0.652 -1.035 0.107
C -0.768 -0.913 -0.133
C -1.314 0.417 -0.499
H -1.508 0.792 -1.526
H -0.849 -0.685 -1.461
H -1.371 -1.398 0.646
H 1.148 0.936 0.786
H 1.086 -2.032 -0.011

=====

The following is a DFT calculation (ωB97M-V/def2-TZVPD) of a molecular structure, C4H5MnO3.

Kohn-Sham gap (alpha / beta) = 0.1717 / 0.2639 hartree
charge = +2
spin multiplicity = 7

Element x y z (Å)
Mn -4.098 -2.996 -0.504
O -0.787 -0.082 0.634
O -0.757 -2.174 -1.143
O -2.706 -1.889 -0.157
C -1.545 -1.553 -0.334
C 0.428 0.347 0.701
C 2.078 2.083 0.311
C 0.802 1.633 0.207
H 1.205 -0.344 1.070
H 2.368 3.053 -0.092
H 0.131 -1.783 -1.192
H 0.021 2.240 -0.256
H 2.861 1.465 0.755